{
  "formula": "C6H10O4",
  "method": "the ωB97M-V functional and the def2-TZVPD basis",
  "energy_ev": -14569.04367,
  "homo_lumo_gap_ha": 0.3813,
  "homo_ev": -9.7853,
  "smiles": "O[C@H]1[C@@H]2O[C@H]2[C@H](O)C[C@H]1O",
  "elements": ["O", "C", "C", "O", "C", "C", "O", "C", "C", "O", "H", "H", "H", "H", "H", "H", "H", "H", "H", "H"],
  "coordinates": [[2.253689, 0.679267, -1.824479], [1.359200, -0.078947, -0.947466], [1.376276, -0.003586, 0.558986], [1.587084, -1.022599, 1.644585], [0.434140, -1.070136, 1.076542], [-0.841218, -0.407372, 1.256202], [-2.014736, -1.096143, 1.790922], [-1.296707, -0.083386, -0.255852], [-0.141295, 0.303720, -1.188570], [0.068831, 1.764330, -1.097785], [2.377805, 1.635678, -1.510445], [1.379299, -1.021438, -1.373777], [1.342126, 0.978088, 0.867400], [0.409679, -1.939482, 0.320865], [-0.779744, 0.448734, 1.846784], [-2.108803, -0.903129, 2.811500], [-2.178507, 0.577622, -0.355049], [-1.914989, -1.023180, -0.434148], [-0.420192, 0.065786, -2.136387], [-0.891938, 2.196174, -1.049826]],
  "atomic_forces_ev_per_a": [[-0.366, 1.013, 1.961], [-0.144, 0.674, -0.489], [0.001, -3.387, -0.388], [4.836, 1.428, 1.881], [-2.390, -0.908, -4.831], [-3.545, 0.182, -0.620], [0.309, 0.168, 2.791], [-0.461, -2.005, 1.683], [0.775, 3.116, 2.036], [-4.327, 1.116, 0.130], [-0.707, -2.146, -0.479], [0.847, -2.242, -0.308], [-0.334, 1.752, 1.416], [-0.643, 0.904, 1.046], [0.634, 1.748, 0.815], [0.510, -0.607, -3.156], [0.860, 0.582, 0.434], [1.511, 0.469, -0.680], [-0.572, -0.610, -3.057], [3.207, -1.247, -0.185]],
  "nbo_charge": [-0.71, 0.06, 0.00, -0.43, 0.08, 0.07, -0.75, -0.46, 0.08, -0.75, 0.48, 0.20, 0.20, 0.15, 0.18, 0.48, 0.23, 0.25, 0.18, 0.47]
}

---

{
  "formula": "C20H42ClO2P",
  "method": "the ωB97M-V functional and the def2-TZVPD basis",
  "energy_ev": -47327.01803,
  "homo_lumo_gap_ha": 0.2719,
  "homo_ev": -7.2522,
  "elements": ["C", "C", "C", "C", "P", "C", "C", "C", "C", "C", "C", "C", "C", "C", "C", "C", "C", "H", "H", "H", "H", "H", "H", "H", "H", "H", "H", "H", "H", "H", "H", "H", "H", "H", "H", "H", "H", "H", "H", "H", "H", "H", "H", "H", "H", "H", "H", "H", "H", "H", "H", "H", "H", "Cl", "O", "C", "O", "C", "C", "C", "H", "H", "H", "H", "H", "H"],
  "coordinates": [[-2.617354, -2.173886, 4.548487], [-2.478014, -1.087756, 3.425597], [-1.295694, -1.552116, 2.566467], [-0.935704, -0.408636, 1.640997], [0.420626, -0.741196, 0.414267], [2.029946, -0.297616, 1.117077], [2.461426, -1.009876, 2.388957], [3.898576, -0.705416, 2.835667], [4.140056, 0.686894, 3.416617], [0.252266, 0.160114, -1.125643], [-0.916284, -0.359986, -1.969003], [-1.459544, 0.658524, -2.986993], [-0.558264, 1.186194, -4.085473], [0.302566, -2.461766, -0.030763], [1.419286, -3.021046, -0.896073], [1.237436, -4.553386, -1.167223], [2.376336, -5.173246, -2.093743], [-2.877664, -3.167166, 4.182777], [-3.383304, -1.957516, 5.293207], [-1.755984, -2.266096, 5.210027], [-2.196844, -0.141266, 3.887317], [-3.389774, -0.938186, 2.847297], [-1.695724, -2.466126, 2.127537], [-0.461344, -1.713376, 3.249077], [-0.613004, 0.445284, 2.236637], [-1.767034, -0.167136, 0.978667], [2.044016, 0.773104, 1.320687], [2.822206, -0.466276, 0.387717], [2.520836, -2.063176, 2.114847], [1.690126, -1.034746, 3.158737], [4.617776, -0.965396, 2.058967], [4.137546, -1.571076, 3.453417], [3.369396, 0.855744, 4.168717], [3.987726, 1.550854, 2.769737], [5.054286, 0.585684, 4.001467], [1.174076, -0.024956, -1.677113], [0.019656, 1.209004, -0.941733], [-1.807284, -0.646626, -1.410373], [-0.741474, -1.308176, -2.477413], [-1.905174, 1.542764, -2.531313], [-2.229834, 0.146514, -3.563703], [-0.824044, 0.706814, -5.027633], [0.481916, 0.947324, -3.863933], [-0.622294, 2.267134, -4.210183], [-0.617414, -2.595606, -0.599823], [0.200986, -3.114746, 0.836067], [2.379396, -2.818526, -0.421433], [1.431976, -2.407406, -1.796843], [0.243686, -4.716286, -1.584383], [1.164166, -5.089366, -0.220933], [3.283046, -4.670186, -1.757733], [2.275856, -4.928506, -3.151153], [2.399656, -6.252266, -1.941193], [0.024816, 3.198094, 1.126957], [0.355046, 5.629134, -2.502793], [-0.859154, 5.564474, -2.300983], [-1.567534, 6.671674, -2.288813], [-2.921894, 6.434434, -1.991703], [-3.070124, 4.937274, -2.295483], [-1.729264, 4.338664, -2.169153], [-3.567824, 6.990834, -2.670893], [-3.217284, 6.745764, -0.989743], [-3.407874, 4.755364, -3.315743], [-3.773284, 4.479674, -1.599593], [-1.413284, 3.629734, -2.934443], [-1.540114, 3.939044, -1.172843]],
  "atomic_forces_ev_per_a": [[-0.894, 0.590, 0.357], [0.884, -1.048, 1.648], [-0.937, 0.736, 0.312], [0.920, -0.575, -1.418], [-0.055, 0.929, 1.170], [0.347, 0.369, 0.415], [0.212, -1.529, -0.916], [-0.589, -0.233, -0.414], [-0.742, -1.140, 1.226], [-1.050, -0.517, -0.451], [-0.989, 0.065, -0.678], [-0.483, 0.025, -0.597], [0.973, -0.301, -0.117], [0.014, -1.281, -0.007], [0.235, -0.347, -0.162], [0.458, 0.559, -0.959], [-1.102, 1.088, 1.322], [0.193, 0.007, -0.319], [-0.434, 0.328, -0.274], [0.521, 0.081, -0.534], [-0.262, 0.129, 0.061], [0.027, -0.151, 0.012], [0.800, -0.156, -0.476], [-0.004, -0.537, -0.124], [-0.190, 0.384, -0.368], [-0.214, 0.436, 0.255], [-0.538, 0.350, -0.349], [-0.147, -0.040, -0.370], [-0.126, -0.450, -0.052], [0.260, 0.714, 0.352], [-0.215, 0.550, -0.809], [0.041, 0.570, 1.197], [-0.143, -0.076, 0.268], [0.795, -0.289, -0.367], [0.327, 0.921, -0.422], [0.194, 0.532, 0.077], [0.724, 0.285, 0.418], [0.011, 0.289, 0.745], [0.712, 0.020, -0.268], [-0.165, -0.391, 0.611], [-0.542, -0.038, 0.558], [0.246, 0.139, -0.103], [0.200, 0.146, -0.204], [0.015, -0.114, -0.037], [-0.306, 0.204, 0.158], [-0.049, 0.290, 0.336], [0.190, -0.250, 0.119], [0.105, -0.403, -0.490], [-0.053, 0.088, -0.387], [0.483, 0.063, 0.194], [0.355, -0.522, -0.024], [-0.327, -0.065, 0.080], [0.279, 0.133, -0.147], [-0.080, -0.652, -0.160], [-2.395, -0.489, 0.458], [4.157, -0.621, -1.034], [-0.456, 1.839, 0.428], [-0.925, -0.726, -0.818], [-1.996, -0.536, 0.177], [1.558, 0.469, 0.682], [0.280, 0.267, -0.100], [0.492, -0.234, 0.229], [-0.392, 0.357, 0.012], [-0.208, -0.041, -0.199], [-0.223, 0.065, 0.179], [0.225, -0.269, 0.097]],
  "nbo_charge": [-0.62, -0.39, -0.41, -0.71, 1.64, -0.77, -0.39, -0.39, -0.63, -0.78, -0.40, -0.40, -0.61, -0.78, -0.39, -0.39, -0.60, 0.20, 0.22, 0.21, 0.21, 0.21, 0.21, 0.21, 0.30, 0.25, 0.31, 0.24, 0.19, 0.21, 0.20, 0.21, 0.21, 0.23, 0.22, 0.25, 0.33, 0.21, 0.20, 0.21, 0.20, 0.21, 0.20, 0.22, 0.25, 0.26, 0.20, 0.20, 0.20, 0.20, 0.20, 0.21, 0.22, -0.96, -0.58, 0.79, -0.47, -0.07, -0.43, -0.55, 0.18, 0.19, 0.20, 0.22, 0.23, 0.29]
}

---

{
  "formula": "H10O5",
  "method": "the ωB97M-V functional and the def2-TZVPD basis",
  "energy_ev": -10399.06528,
  "homo_lumo_gap_ha": 0.3983,
  "homo_ev": -10.3404,
  "smiles": "O.O.O.O.O",
  "elements": ["O", "H", "H", "O", "H", "H", "O", "H", "H", "O", "H", "H", "O", "H", "H"],
  "coordinates": [[0.037356, 0.294590, 0.486079], [-0.843372, -0.089204, 0.408559], [0.619949, -0.469236, 0.564474], [-4.359755, -1.605665, -0.010010], [-4.893331, -1.195645, -0.700062], [-5.004059, -1.882714, 0.651129], [3.311921, -1.944289, -0.309244], [2.964293, -2.798243, -0.028342], [4.257617, -2.006916, -0.133954], [-1.300176, 2.304134, -0.368859], [-1.821465, 1.613381, -0.793251], [-1.927709, 2.747343, 0.213170], [2.525688, 1.286605, 0.133424], [2.264620, 0.782276, 0.912196], [2.663177, 0.615952, -0.545038]],
  "atomic_forces_ev_per_a": [[0.001, -0.679, 0.179], [0.032, 0.039, 0.129], [-0.081, -0.111, -0.084], [-0.159, 0.064, -0.012], [0.081, -0.044, 0.024], [0.106, 0.002, -0.018], [0.003, -0.129, 0.110], [-0.013, 0.069, -0.071], [-0.056, 0.109, -0.025], [-0.563, 0.315, -0.098], [0.105, 0.116, -0.050], [0.067, 0.035, -0.053], [0.506, -0.067, 0.040], [0.000, 0.249, -0.129], [-0.030, 0.030, 0.061]],
  "nbo_charge": [-0.92, 0.46, 0.45, -0.94, 0.47, 0.47, -0.95, 0.47, 0.48, -0.92, 0.46, 0.46, -0.93, 0.46, 0.47]
}